1.
Formula: C7H8NO4
Source: the OMol25 dataset
Level of theory: ωB97M-V/def2-TZVPD

Structure (XYZ):
```
20
Properties=species:S:1:pos:R:3:forces:R:3
O -0.0134 -0.6457 -2.7480 1.9067 -0.1037 0.8192
O 2.1444 -0.2976 -1.7739 -3.4288 -0.2083 0.9628
O -1.7976 3.0988 -0.6609 -2.1180 3.8780 2.5572
O -1.8789 0.1969 -3.5378 0.0070 -0.2013 -0.5619
N -0.8716 1.3666 -1.8831 0.0997 0.1261 -0.5873
C -0.6419 -1.0441 1.9861 0.0159 0.6222 -2.3411
C -1.4739 2.2724 -1.3632 2.9902 -4.9102 -2.6858
C 0.6626 -0.8591 1.0367 -2.0706 1.9744 -0.9561
C 0.9171 -0.4807 -1.4737 3.3591 -0.7147 -0.9438
C 0.1474 -0.7461 -0.4062 1.0702 0.0263 1.5795
C -0.9089 0.2232 -2.8113 -3.2708 2.2455 0.0003
C 1.3479 0.4245 1.5427 -0.2268 -0.0938 0.6850
H 0.7007 1.3145 1.7108 -0.0569 -0.8421 -0.1395
H 1.8101 0.1487 2.4831 0.0967 0.2315 0.6600
H 1.3933 -1.6487 0.9550 0.1722 -0.6411 1.0389
H -0.8795 -0.9621 -0.4640 -1.0858 -0.1232 -0.6881
H -1.2803 -1.9272 1.5931 0.9448 1.4372 0.8686
H -0.2528 -1.2210 2.9894 -0.5958 0.1092 0.1916
H 2.1559 0.7904 0.9529 0.5902 -0.0606 -0.9682
H -1.2806 -0.0037 1.8724 1.6007 -2.7515 0.5089
```
Positions in Å, forces in eV/Å.

The calculation puts the HOMO-LUMO gap at 6.99 eV. The calculated total energy is -627.26988 Eh. As for the total charge: -1. The calculation puts the relative energy (zero: lowest compared OMol25 entry of this formula, charge and spin) at 34.4 kcal per mole.

Results of the Mulliken charge analysis, in e, for atoms 1 through 2:
1 O -0.327
2 O -0.783

2.
Formula: C7H8NO4S
Source: the OMol25 dataset
Level of theory: ωB97M-V/def2-TZVPD

Structure (XYZ):
```
21
Properties=species:S:1:pos:R:3:forces:R:3
S -0.4380 -2.2049 0.6078 0.0131 -0.8483 0.0629
O 0.9223 -2.3589 0.0449 -0.0135 0.2030 -0.3736
O -1.4640 -0.6966 2.6501 -0.2660 0.7750 -0.1827
O -1.4848 -2.6854 -0.3190 -0.2254 0.0235 -0.2668
O -2.2345 1.0648 1.6129 0.0891 -0.4145 -0.0083
N -1.4981 0.0524 1.6534 -1.3736 0.6617 2.2278
C -0.6464 0.6271 -0.5854 -0.4604 0.1487 -0.0196
C -1.3514 0.0121 -1.8072 -0.0378 0.0633 0.0919
C 1.5488 -0.1773 1.7319 -2.7242 0.5055 -1.8189
C -0.7544 -0.2912 0.5791 4.5488 -0.6471 0.0180
C 0.7308 1.0673 -0.9958 0.1126 -0.0397 0.1998
C 2.2988 0.4971 0.9180 0.3382 0.0167 0.3245
C 1.9134 1.0388 -0.3820 -0.2273 0.1803 -0.5950
H 3.3492 0.6793 1.1659 -0.0572 -0.1481 0.1643
H 2.7456 1.4580 -0.9344 0.0180 0.0499 -0.0390
H -0.8593 -0.9127 -2.0921 -0.0048 -0.0928 -0.0749
H -2.3845 -0.2206 -1.5615 -0.0667 -0.0728 -0.0063
H 1.4418 -0.7139 2.6384 -0.0573 -0.3158 0.4751
H -1.2030 1.5368 -0.2956 0.2091 -0.1535 -0.1313
H -1.3403 0.7134 -2.6436 0.0395 0.0539 -0.0462
H 0.7081 1.5145 -1.9858 0.1460 0.0513 -0.0016
```
Positions in Å, forces in eV/Å.

The calculation puts the HOMO-LUMO gap (spin up / spin down) at 5.93 / 5.93 eV. The calculated total energy is -1025.21880 Eh. As for the total charge: -1. The calculation puts the relative energy (zero: lowest compared OMol25 entry of this formula, charge and spin) at 168.3 kcal per mole.

Results of the Mulliken charge analysis, in e, for atoms 1 through 2:
1 S 0.604
2 O -0.587

3.
Formula: C7H8NPS2
Source: the OMol25 dataset
Level of theory: ωB97M-V/def2-TZVPD

Structure (XYZ):
```
19
Properties=species:S:1:pos:R:3:forces:R:3
S -2.1404 -1.5323 1.8951 -0.5368 -1.7755 -0.5260
S 2.1915 -3.1974 -1.2676 0.8058 -0.6847 -0.0872
P 1.7579 -1.3006 -1.1674 -1.7995 0.1306 -0.8004
N 0.3823 -1.3452 -0.1733 -1.5415 0.9879 1.2925
C -0.2122 -0.2912 0.4429 2.6953 3.5840 -0.2748
C -1.2222 -0.2276 1.3969 0.1016 -1.8715 1.3221
C 0.8136 -0.9577 -2.7950 0.4800 -2.6822 0.5791
C -1.3853 0.8605 2.2684 -1.0193 0.9203 -1.2478
C -0.7766 2.0361 2.0411 -0.2806 1.6325 1.5608
C 0.4154 1.0184 0.2481 -1.0317 -1.9088 -0.3019
C 0.1861 2.0766 1.0595 0.5494 0.7222 -1.9107
H -0.1540 -2.1560 -0.0175 -0.2644 -1.6630 -0.0441
H -1.1138 2.9640 2.5242 0.4336 -0.5645 0.1151
H 0.4890 -1.9891 -3.1403 0.7091 1.3187 0.0775
H 0.6733 2.9657 0.6657 -0.2664 0.3395 0.7398
H -0.0783 -0.3871 -2.7816 -0.5752 1.0011 0.6591
H 1.5752 -0.5234 -3.3682 0.6955 0.4734 -1.5790
H 0.8598 1.2397 -0.6942 1.0118 -0.2265 -0.4317
H -2.2613 0.7463 2.8632 -0.1667 0.2666 0.8577
```
Positions in Å, forces in eV/Å.

The calculation puts the HOMO-LUMO gap (spin up / spin down) at 8.72 / 5.77 eV. The calculated total energy is -1463.94049 Eh. Its spin multiplicity is 3.

Results of the Mulliken charge analysis, in e, for atoms 1 through 2:
1 S -0.300
2 S -0.240

Question: Which formula does entry 2 have?
Answer: C7H8NO4S